Entry from OMol25: a cluster of 2 separate species, C4H6O2 in total in a non-equilibrium geometry (ωB97M-V/def2-TZVPD).

Geometry as XYZ:
```
12
Properties=species:S:1:pos:R:3:forces:R:3
O -0.270 -0.729 1.402 -0.062 0.592 -0.067
O -1.966 -2.081 -0.709 0.898 0.356 -0.419
C -0.401 0.393 0.967 0.093 -0.236 0.176
C -0.952 -1.660 -1.097 -0.638 -0.261 0.180
C 0.167 -1.155 -1.574 -0.075 -0.112 -0.003
C 0.688 1.428 0.996 0.081 -0.030 0.041
H -1.363 0.720 0.517 0.063 -0.095 0.124
H 1.007 -0.975 -0.915 -0.207 -0.087 -0.131
H 0.723 2.002 0.064 -0.058 -0.138 0.094
H 0.472 2.136 1.804 0.019 -0.070 -0.078
H 0.248 -1.024 -2.645 -0.001 -0.036 0.080
H 1.649 0.944 1.190 -0.114 0.118 0.003
```
Forces are in eV/Å.

Highest occupied orbital energy in eV: -9.25
Frontier orbital gap in eV: 10.18
Structure (SMILES): C=C=O.CC=O
2S+1: 1
Net charge: 0

Entry from OMol25: a cluster of 6 separate species, C5H21NO6 in total in a non-equilibrium geometry (ωB97M-V/def2-TZVPD).

Geometry as XYZ:
```
33
Properties=species:S:1:pos:R:3:forces:R:3
O -4.487 0.963 1.080 0.445 0.522 -0.278
O 2.025 3.091 -0.649 0.350 -0.035 -0.352
O -3.619 -1.555 1.319 0.670 0.048 0.095
O 2.150 0.549 -1.735 -0.942 0.020 0.248
O 1.806 -0.834 -4.182 0.051 0.814 -0.215
O -2.339 2.301 -0.184 0.441 -0.199 -0.159
N 0.666 0.523 0.653 -0.147 -0.125 -0.487
C -0.795 0.633 0.550 0.556 -0.466 0.306
C 1.404 -2.421 0.010 -0.880 -0.429 -0.161
C 0.670 -1.904 1.246 0.535 0.420 0.030
C 1.110 -0.483 1.625 -0.283 -0.233 0.129
C -1.211 1.856 -0.220 -0.552 0.047 0.437
H -3.917 -0.624 1.279 -0.218 -0.269 -0.054
H 2.196 -0.436 1.665 0.164 -0.005 -0.009
H 1.881 -0.139 -4.874 -0.098 -0.709 0.939
H 2.966 0.146 -1.453 0.491 -0.272 0.135
H 2.482 -2.412 0.129 0.197 0.120 0.052
H 0.747 -0.243 2.633 -0.102 0.030 -0.011
H 0.878 -2.574 2.085 0.024 0.146 0.027
H -1.152 -0.259 0.027 -0.265 0.132 -0.108
H -3.769 1.452 0.595 -0.663 -0.195 0.646
H 1.817 -0.369 -3.312 0.037 -0.119 -0.842
H -0.412 -1.918 1.119 -0.058 -0.152 -0.100
H -0.428 2.358 -0.801 0.096 0.090 -0.162
H 2.704 3.704 -0.978 -0.422 -0.315 0.205
H -4.638 1.405 1.927 0.181 0.057 -0.344
H 1.496 0.347 -0.996 0.514 0.180 -0.187
H 1.122 -1.892 -0.903 0.144 0.159 0.086
H 1.098 -3.453 -0.170 0.150 -0.049 -0.003
H 1.071 1.421 0.879 0.059 0.195 0.113
H 2.135 2.271 -1.183 0.072 0.442 0.199
H -4.401 -2.099 1.276 -0.309 -0.095 -0.050
H -1.259 0.596 1.545 -0.239 0.245 -0.126
```
Forces are in eV/Å.

Highest occupied orbital energy in eV: -10.02
Frontier orbital gap in eV: 10.48
Structure (SMILES): CCCNCC=O.O.O.O.O.O
2S+1: 1
Net charge: 0

Entry from OMol25: a structure of composition C14H33N7O6Sr in a non-equilibrium geometry (ωB97M-V/def2-TZVPD).

Geometry as XYZ:
```
61
Properties=species:S:1:pos:R:3:forces:R:3
Sr 0.460 -0.208 -0.084 1.105 2.576 -0.416
O -0.230 2.046 2.063 -0.960 0.245 1.532
O 2.087 0.755 -1.913 1.073 -1.232 -1.330
O -1.769 -0.948 2.471 0.122 -0.390 -1.493
O 0.144 -2.518 -2.322 -0.844 1.065 0.187
O -2.090 1.142 -0.380 -1.096 -0.508 1.444
O 0.002 0.187 -4.971 -0.400 -0.117 -0.709
N 1.362 1.680 -1.368 -0.230 1.548 1.927
N 2.319 -1.053 1.491 0.204 -0.163 1.331
N -1.435 -1.250 1.118 -0.718 -2.820 1.802
N 1.297 -0.901 3.650 -0.060 -0.218 -0.196
N -0.724 -1.960 -1.327 0.512 -2.734 0.676
N 3.615 -1.469 3.350 0.151 -0.086 0.169
N 0.310 2.074 0.889 2.036 0.132 -0.707
C -0.918 0.761 -4.047 0.038 0.134 0.134
C 3.836 -1.615 4.771 -0.268 0.093 0.634
C 2.026 2.614 -0.593 -1.720 -1.292 -1.190
C 1.903 3.815 1.661 -0.233 0.101 0.197
C 4.731 -1.693 2.443 -0.259 0.110 0.011
C 3.325 3.134 -1.043 0.674 -0.268 -0.028
C 1.388 2.868 0.649 -1.333 -0.860 -0.155
C 0.647 -2.037 4.312 0.193 0.143 -0.158
C -1.553 -2.544 0.837 -0.478 3.311 0.917
C -1.092 -2.920 -0.494 0.872 1.712 -2.460
C 2.410 -1.143 2.799 0.344 0.124 -0.806
C -2.074 -3.555 1.780 -0.266 -0.363 0.349
C -0.929 -4.329 -0.885 0.170 -0.812 0.282
C 1.213 0.350 4.418 0.137 -0.072 -0.224
H -1.865 -4.656 -1.359 0.167 -0.109 0.140
H -0.505 -0.007 -5.775 0.443 -0.030 0.370
H 4.087 2.333 -0.975 -0.115 0.436 -0.196
H 2.156 3.275 2.582 -0.129 0.221 0.022
H 5.631 -1.968 2.996 -0.236 0.055 -0.114
H 4.906 -0.768 1.875 0.297 -0.256 0.034
H 3.211 -2.413 5.202 0.209 0.233 -0.095
H 1.764 1.158 3.907 -0.367 -0.377 0.180
H -0.356 1.441 -3.404 -0.111 -0.064 0.014
H 0.931 -2.102 5.379 0.018 -0.120 -0.289
H -1.249 -4.107 2.261 -0.289 0.157 -0.160
H -1.941 1.877 0.252 0.487 -0.217 -0.533
H -1.418 -0.042 2.609 0.083 0.148 -0.451
H 0.582 -1.737 -2.717 -0.353 -0.066 -0.103
H -2.685 0.572 0.176 0.713 0.613 -1.037
H -2.693 -4.268 1.220 0.125 0.069 0.313
H 2.784 4.341 1.301 -0.069 0.068 0.112
H -1.355 -0.032 -3.430 -0.181 0.143 0.068
H -1.722 1.312 -4.563 0.246 -0.146 0.244
H 0.155 0.649 4.493 0.404 0.013 -0.135
H -0.732 -4.936 0.000 -0.108 -0.187 -0.213
H 3.634 3.982 -0.422 0.110 -0.116 -0.389
H 1.099 4.527 1.867 0.201 0.097 0.358
H -2.666 -3.064 2.562 0.180 -0.232 -0.249
H 3.201 3.424 -2.102 0.413 -0.030 0.438
H 0.905 -2.978 3.797 -0.059 0.335 0.218
H 1.594 0.224 5.451 -0.018 0.036 -0.290
H 4.885 -1.875 4.950 -0.316 0.087 -0.069
H 3.261 -1.207 1.102 -1.050 0.184 -0.156
H -0.446 -1.911 4.272 0.315 -0.036 -0.035
H 3.622 -0.678 5.307 0.094 -0.304 -0.097
H 4.451 -2.493 1.743 0.406 0.038 0.068
H -0.121 -4.451 -1.612 -0.277 -0.005 0.308
```
Forces are in eV/Å.

Highest occupied orbital energy (alpha / beta) in eV: -5.05 / -5.27
Frontier orbital gap (alpha / beta) in eV: 4.03 / 4.25
2S+1: 1
Net charge: 0

Entry from OMol25: a cluster of 3 separate species, C4H13NO3 in total in a non-equilibrium geometry (ωB97M-V/def2-TZVPD).

Geometry as XYZ:
```
21
Properties=species:S:1:pos:R:3:forces:R:3
O -3.470 4.215 -2.315 -0.036 0.062 -0.225
O 2.303 -2.504 1.505 -1.183 0.397 -0.881
O -5.145 1.166 -0.310 0.187 -0.033 -0.273
N 3.652 -2.622 -0.226 -1.115 0.607 -0.482
C 1.904 -0.919 -0.303 -0.029 2.419 1.018
C 0.858 0.091 1.843 -2.238 0.134 0.074
C 2.516 -2.096 0.365 2.142 -1.468 0.973
C 0.659 -0.337 0.391 -0.850 -0.937 -0.607
H -0.142 -1.110 0.287 0.493 0.442 0.399
H 1.682 -0.864 -1.370 0.578 -0.883 -0.028
H 2.714 -0.162 -0.094 -0.484 -0.390 -0.563
H -3.569 3.507 -2.970 0.119 0.156 0.635
H -3.319 3.827 -1.444 -0.104 -0.250 -0.393
H 4.027 -2.251 -1.082 0.043 -0.347 0.020
H -5.514 1.114 -1.196 0.077 -0.046 -0.107
H 1.006 1.167 1.984 0.973 -0.375 -0.143
H 4.033 -3.408 0.266 0.388 -0.010 -0.149
H 0.303 0.463 -0.262 0.062 0.234 0.239
H -5.898 1.404 0.226 -0.243 0.111 0.364
H 1.488 -0.643 2.291 1.018 0.289 0.613
H -0.088 -0.037 2.412 0.203 -0.111 -0.483
```
Forces are in eV/Å.

Highest occupied orbital energy in eV: -9.79
Frontier orbital gap in eV: 10.36
Structure (SMILES): CCCC(N)=O.O.O
2S+1: 1
Net charge: 0

Looking at DFT total energy for the records above, in order, we have -306.44027; -709.30043; -1418.43912; -440.67147 hartree.
Looking at ΔE to the lowest compared entry with this formula, charge and spin for the records above, in order, we have 41.43; 7.08; 0.00; 27.44 kcal per mole.